This record from the OMol25 dataset describes a structure of composition C33H36F6Ge2N5O7S2SiTi. The level of theory is ωB97M-V/def2-TZVPD.

Values from the calculation:
Kohn-Sham gap (spin up / spin down)   4.69 / 6.88 eV
Largest force on an atom   0.847 eV Å⁻¹
ΔE to the lowest compared entry with this formula, charge and spin   4.8 kcal per mole
HOMO level (spin up / spin down)   -0.4275 / -3.2252 eV

```
! RIJCOSX wB97M-V def2-TZVPD def2/J DEFGRID3
* xyz -2 4
Ti 0.44859 1.08731 -0.40285
O 0.00008 3.52327 -3.67858
C -0.18319 2.72202 -2.78386
N -0.03161 2.81578 -1.43745
C -0.29643 3.99767 -0.72675
O -0.45672 5.11454 -1.21330
C -0.45819 3.69385 0.68921
C -0.65804 4.69181 1.65096
C -0.74396 4.37151 2.98120
C -0.60209 2.99854 3.35661
C -0.43066 2.06329 2.37868
N -0.39609 2.34804 1.05304
C -0.70666 1.33405 -3.15105
C -1.01510 1.02359 -4.46147
C -1.60952 -0.19883 -4.72628
C -1.86350 -1.06515 -3.67380
C -1.46205 -0.70160 -2.40080
N -0.89368 0.47551 -2.14068
H -0.72155 5.71320 1.29681
H -0.88660 5.13978 3.73098
H -0.61858 2.68918 4.39346
H -0.29705 1.01909 2.63309
H -0.78147 1.74972 -5.22623
H -1.84935 -0.49011 -5.74036
H -2.30275 -2.03886 -3.83849
H -1.57462 -1.37873 -1.56478
F 2.47442 -4.72779 -4.10529
C 2.92760 -3.46553 -4.14781
F 3.59094 -3.31019 -5.30258
F 3.78106 -3.29326 -3.14533
S 1.49354 -2.30488 -4.06322
O 0.94371 -2.51797 -2.75644
O 0.73068 -2.66933 -5.22282
N 2.14682 -0.89708 -4.28469
S 2.83336 -0.01636 -3.17581
O 4.13262 -0.47333 -2.78521
O 1.96644 0.46003 -2.12119
C 3.13840 1.46734 -4.23084
F 2.08348 1.79054 -4.96506
F 4.16861 1.24805 -5.05642
F 3.45119 2.49844 -3.44818
C 4.10740 0.08089 2.31844
Si 3.43362 1.45224 1.22866
C 4.67488 1.83749 -0.11809
C 3.18585 2.99304 2.27682
O 2.00437 0.99239 0.61434
H 5.01114 0.39201 2.85178
H 4.33887 -0.80046 1.71737
H 3.35793 -0.21065 3.06002
H 5.61574 2.19338 0.31366
H 4.29474 2.61515 -0.78397
H 4.88118 0.95116 -0.71957
H 4.14029 3.42724 2.58950
H 2.60052 2.76358 3.17054
H 2.63243 3.74875 1.71195
C -3.80223 2.41413 2.26410
Ge -3.55624 0.86354 1.08069
C -3.66640 1.47317 -0.78151
C -5.06455 -0.37454 1.44654
Ge 0.09479 -1.45839 0.80512
C -1.05727 -3.01573 0.30946
C -2.38221 -3.01314 0.75240
C -3.26801 -4.02286 0.40125
C -2.84103 -5.06239 -0.41558
C -1.52821 -5.08101 -0.86570
C -0.64558 -4.06854 -0.50626
C 0.05106 -1.72196 2.79474
C 1.04033 -2.41350 3.49777
C 0.94596 -2.60726 4.87035
C -0.14578 -2.11979 5.57654
C -1.13947 -1.42992 4.89760
C -1.03247 -1.23198 3.52671
H -4.82342 2.79154 2.14781
H -3.09644 3.20216 2.00141
H -3.64191 2.14101 3.30623
H -4.53678 2.12587 -0.89732
H -3.76196 0.62921 -1.46296
H -2.77001 2.03787 -1.03447
H -6.01105 0.15678 1.30451
H -5.02613 -0.73852 2.47412
H -5.03729 -1.22538 0.76623
H -2.72654 -2.20883 1.39490
H -4.29018 -3.99873 0.76388
H -3.52770 -5.85165 -0.69984
H -1.18628 -5.88574 -1.50666
H 0.37248 -4.08877 -0.87590
H 1.90037 -2.80135 2.96434
H 1.73198 -3.14222 5.39189
H -0.21764 -2.27068 6.64765
H -1.99406 -1.03456 5.43578
H -1.81034 -0.67101 3.01425
N 2.85570 -2.87135 0.30429
C 1.84343 -2.34877 0.48778
*
```

Listed below, in e, are the Löwdin charges computed for each atom: number 1, Ti, carries 0.84; number 2, O, carries 0.08; number 3, C, carries -0.46; number 4, N, carries 0.01; number 5, C, carries -0.46; number 6, O, carries 0.03; number 7, C, carries -0.22; number 8, C, carries -0.05; number 9, C, carries -0.12; number 10, C, carries -0.12; number 11, C, carries -0.20; number 12, N, carries -0.06; number 13, C, carries -0.20; number 14, C, carries 0.00; number 15, C, carries -0.05; number 16, C, carries -0.05; number 17, C, carries -0.13; number 18, N, carries 0.03; number 19, H, carries 0.11; number 20, H, carries 0.08; number 21, H, carries 0.09; number 22, H, carries 0.07; number 23, H, carries 0.12; number 24, H, carries 0.11; number 25, H, carries 0.11; number 26, H, carries 0.08; number 27, F, carries 0.12; number 28, C, carries -0.67; number 29, F, carries 0.12; number 30, F, carries 0.14; number 31, S, carries 0.56; number 32, O, carries -0.28; number 33, O, carries -0.29; number 34, N, carries -0.28; number 35, S, carries 0.61; number 36, O, carries -0.26; number 37, O, carries -0.33; number 38, C, carries -0.67; number 39, F, carries 0.14; number 40, F, carries 0.13; number 41, F, carries 0.14; number 42, C, carries -0.16; number 43, Si, carries 0.29; number 44, C, carries -0.16; number 45, C, carries -0.16; number 46, O, carries -0.46; number 47, H, carries 0.02; number 48, H, carries 0.01; number 49, H, carries 0.02; number 50, H, carries 0.02; number 51, H, carries 0.03; number 52, H, carries 0.02; number 53, H, carries 0.02; number 54, H, carries 0.02; number 55, H, carries 0.03; number 56, C, carries -0.27; number 57, Ge, carries 0.88; number 58, C, carries -0.26; number 59, C, carries -0.29; number 60, Ge, carries 0.92; number 61, C, carries -0.34; number 62, C, carries -0.14; number 63, C, carries -0.11; number 64, C, carries -0.12; number 65, C, carries -0.10; number 66, C, carries -0.11; number 67, C, carries -0.31; number 68, C, carries -0.11; number 69, C, carries -0.11; number 70, C, carries -0.12; number 71, C, carries -0.10; number 72, C, carries -0.15; number 73, H, carries 0.01; number 74, H, carries 0.00; number 75, H, carries 0.01; number 76, H, carries 0.02; number 77, H, carries 0.00; number 78, H, carries -0.01; number 79, H, carries 0.00; number 80, H, carries 0.00; number 81, H, carries -0.01; number 82, H, carries 0.06; number 83, H, carries 0.09; number 84, H, carries 0.09; number 85, H, carries 0.09; number 86, H, carries 0.08; number 87, H, carries 0.08; number 88, H, carries 0.09; number 89, H, carries 0.09; number 90, H, carries 0.09; number 91, H, carries 0.05; number 92, N, carries 0.07; number 93, C, carries -0.38